Entry 1:
C30H37BF3HgN10OS4 as an isolated structure. Source: OMol25; level of theory: ωB97M-V/def2-TZVPD.

Cartesian coordinates (Å):
H  0.24183  -0.07568  -4.10829
H  4.65576  -0.76482  3.47674
H  -0.36101  -1.04665  5.70465
C  0.36497  4.70212  0.21510
N  -1.34433  -1.23435  3.16274
H  0.07437  -1.28861  -5.39338
C  -1.93626  0.22687  -2.06242
H  -0.66770  6.61313  -0.04921
H  -1.85885  0.25974  -6.18539
Hg  1.24685  -0.32715  -1.04174
N  0.39808  -7.52723  -0.63150
H  1.24404  -0.85159  3.79415
H  -1.62372  -2.30253  5.68921
C  0.77373  5.04445  1.64784
C  0.03817  -6.48254  -0.96760
H  -2.27510  -0.27435  4.87610
C  -3.37959  -1.17918  -1.12226
H  2.34978  4.58548  -0.62513
C  -2.19184  -0.34275  3.80996
H  -2.01916  -3.02727  -4.52015
O  0.06879  -3.15701  -2.07222
S  0.18841  1.73078  1.54640
C  0.09926  6.00648  -0.53693
N  0.48151  -4.28440  -1.73094
C  -0.81733  -3.62695  3.46045
H  -1.86520  -3.82280  3.70103
S  4.21841  0.93933  -1.82274
C  -2.90504  3.19407  -0.26179
H  -0.67004  -3.78902  2.39432
H  -3.97099  -1.61301  -0.33500
B  -2.84662  0.75570  0.38870
C  4.63302  -0.43017  2.44831
N  -2.35483  -0.04849  1.62774
H  -3.50882  1.18623  2.94732
N  -2.99703  -4.98423  -1.69290
H  1.02786  6.57803  -0.54418
F  6.78799  -0.78146  -1.70146
H  0.07795  -2.75043  5.84168
C  -0.43866  -5.20553  -1.39853
C  -2.08662  4.25310  -0.34950
H  2.56868  0.17684  2.46692
C  -2.37547  -2.11421  -5.00118
C  5.74813  -0.50593  1.63006
C  -3.14640  -1.63402  -2.35863
H  6.67796  -0.90056  2.01590
H  -2.25136  5.20404  -0.81571
H  0.07792  -1.78536  -3.68708
H  1.76847  3.03389  0.00695
H  0.92303  4.13426  2.22631
H  -3.30884  0.41623  -5.16847
C  -0.44498  -2.19725  3.85180
C  1.47321  3.94113  -0.51972
H  -0.19089  -4.32914  4.01586
C  -0.98620  2.60181  0.70087
C  -0.61092  -2.05316  5.36472
F  7.89723  -0.90360  0.13156
N  -2.22386  2.16865  0.36113
H  -0.00038  5.65083  2.12772
H  -2.06537  -2.13575  -6.04659
S  -0.78042  1.47171  -2.31186
C  3.47613  0.08076  1.88144
C  -2.80814  0.37403  2.85866
C  -2.21644  0.35462  -5.15734
S  -0.67371  -1.97627  0.60663
N  -2.25912  -0.74979  -2.95868
C  6.92640  -0.18891  -0.51477
C  -1.76345  -0.86884  -4.35874
F  7.48228  1.02475  -0.74471
N  -2.64456  -0.02184  -0.93813
C  5.67629  -0.09919  0.31006
H  -4.04361  0.93246  0.53300
N  3.38655  0.49810  0.62802
H  -3.49383  -2.53604  -2.81754
H  1.13421  3.64745  -1.51555
H  -3.46613  -2.09330  -4.97030
H  -1.81663  1.27090  -4.72399
H  -3.90712  3.05694  -0.62898
C  -1.85580  -5.05248  -1.53259
C  -0.24129  -1.01095  -4.38335
H  1.70647  5.61376  1.63077
C  -1.45068  -1.05070  1.80457
N  -0.87620  3.88184  0.22821
C  1.00949  -1.87797  3.50302
H  -0.19001  5.82033  -1.57288
C  4.45006  0.41681  -0.21341
H  1.66990  -2.56161  4.04266
H  1.18736  -1.98258  2.43415

Atoms 1-2, force components in eV/Å:
0.0 -0.1 -0.1
0.0 0.0 0.0

LUMO energy (alpha / beta) in eV: 4.07 / 3.79
Charge: -2
M in g/mol: 950.36
Kohn-Sham gap (alpha / beta) in Eh: 0.1975 / 0.2240
Largest force on an atom in eV/Å: 0.5
Spin multiplicity: 2
DFT total energy in a.u.: -3858.993230

From a Mulliken analysis of the wavefunction, the atomic charges in e read: number 1, H, carries 0.287; number 2, H, carries 0.398; number 3, H, carries 0.462; number 4, C, carries 1.520; number 5, N, carries 0.580; number 6, H, carries 0.485; number 7, C, carries -0.328; number 8, H, carries 0.465; number 9, H, carries 0.482; number 10, Hg, carries 0.698; number 11, N, carries -0.625; number 12, H, carries 0.358; number 13, H, carries 0.490; number 14, C, carries -1.594; number 15, C, carries 0.210; number 16, H, carries 0.481; number 17, C, carries -1.433; number 18, H, carries 0.488; number 19, C, carries 0.051; number 20, H, carries 0.376; number 21, O, carries -0.036; number 22, S, carries -0.030; number 23, C, carries -2.239; number 24, N, carries -0.591; number 25, C, carries -1.695; number 26, H, carries 0.394; number 27, S, carries -0.458; number 28, C, carries -1.257; number 29, H, carries 0.312; number 30, H, carries 0.487; number 31, B, carries 0.630; number 32, C, carries -0.890; number 33, N, carries 0.167; number 34, H, carries 0.522; number 35, N, carries -0.659; number 36, H, carries 0.465; number 37, F, carries -0.232; number 38, H, carries 0.458; number 39, C, carries 0.480; number 40, C, carries -0.143; number 41, H, carries 0.304; number 42, C, carries -2.134; number 43, C, carries -0.220; number 44, C, carries -0.082; number 45, H, carries 0.419; number 46, H, carries 0.444; number 47, H, carries 0.001; number 48, H, carries 0.245; number 49, H, carries 0.252; number 50, H, carries 0.375; number 51, C, carries 1.449; number 52, C, carries -1.369; number 53, H, carries 0.458; number 54, C, carries -0.121; number 55, C, carries -2.303; number 56, F, carries -0.324; number 57, N, carries -0.124; number 58, H, carries 0.386; number 59, H, carries 0.476; number 60, S, carries -0.129; number 61, C, carries -0.070; number 62, C, carries -1.603; number 63, C, carries -1.711; number 64, S, carries -0.169; number 65, N, carries 0.437; number 66, C, carries 0.645; number 67, C, carries 1.357; number 68, F, carries -0.259; number 69, N, carries 0.719; number 70, C, carries -0.060; number 71, H, carries -0.244; number 72, N, carries -0.295; number 73, H, carries 0.476; number 74, H, carries 0.221; number 75, H, carries 0.491; number 76, H, carries 0.266; number 77, H, carries 0.517; number 78, C, carries 0.329; number 79, C, carries -1.023; number 80, H, carries 0.453; number 81, C, carries -0.248; number 82, N, carries 0.415; number 83, C, carries -1.595; number 84, H, carries 0.458; number 85, C, carries 0.085; number 86, H, carries 0.515; number 87, H, carries 0.354

Entry 2:
A 4-piece molecular cluster, C7H15NO3 overall. Source: OMol25; level of theory: ωB97M-V/def2-TZVPD.

Cartesian coordinates (Å):
H  1.11248  1.87225  -3.33111
C  -1.94568  -0.35470  0.46901
C  1.70688  2.12019  0.34235
C  0.38524  0.33376  0.65838
H  -2.43931  -2.32607  -0.04365
O  -2.62819  -0.94873  -2.49467
H  3.38547  0.97334  -0.46039
H  -0.31747  2.29808  0.90540
H  -3.35452  -1.79350  1.43663
H  -0.60180  -1.21502  1.83543
H  -1.81309  -0.53346  -2.78970
C  2.37785  1.02207  -0.09559
N  0.47421  1.69770  0.77852
H  1.70516  -3.15046  2.35274
C  -0.80163  -0.40482  1.16001
H  0.87802  1.05398  -2.14725
C  -2.91218  -1.49889  0.47524
O  0.36792  1.60433  -2.76527
H  2.09381  3.12599  0.39036
H  -3.82710  -1.35990  -0.11414
O  2.27676  -2.40216  2.58849
H  -3.06661  -1.41994  -3.20417
C  1.57500  -0.13586  0.18197
H  -2.21249  0.52206  -0.11224
H  2.37931  -1.95980  1.73382
H  1.90192  -1.13481  -0.06702

Atoms 1-2, force components in eV/Å:
-0.6 0.2 -0.1
-0.4 -0.1 1.0

LUMO energy in eV: 0.69
Charge: 0
M in g/mol: 161.20
SMILES string: C/C=C/c1ccc[nH]1.O.O.O
Kohn-Sham gap in Eh: 0.3236
Largest force on an atom in eV/Å: 1.8
Energy relative to the best compared isomer or geometry (same formula, charge and spin) in kJ/mol: 118.97
DFT total energy in a.u.: -556.150346

From a Mulliken analysis of the wavefunction, the atomic charges in e read: number 1, H, carries 0.306; number 2, C, carries -0.017; number 3, C, carries -0.475; number 4, C, carries 0.433; number 5, H, carries 0.264; number 6, O, carries -0.579; number 7, H, carries 0.404; number 8, H, carries 0.231; number 9, H, carries 0.387; number 10, H, carries 0.404; number 11, H, carries 0.296; number 12, C, carries -0.941; number 13, N, carries -0.014; number 14, H, carries 0.321; number 15, C, carries -0.787; number 16, H, carries 0.346; number 17, C, carries -1.282; number 18, O, carries -0.646; number 19, H, carries 0.408; number 20, H, carries 0.314; number 21, O, carries -0.648; number 22, H, carries 0.277; number 23, C, carries -0.396; number 24, H, carries 0.356; number 25, H, carries 0.348; number 26, H, carries 0.690

Entry 3:
CHLiORb as an isolated structure. Source: OMol25; level of theory: ωB97M-V/def2-TZVPD.

Cartesian coordinates (Å):
Li  1.47196  1.53134  1.33301
C  0.26488  -0.73703  -0.38692
Rb  -2.49151  -0.33352  0.92432
O  -0.30344  0.49272  -0.64826
H  1.05812  -0.95351  -1.22214

Atoms 1-2, force components in eV/Å:
-0.3 -0.2 -0.2
-1.8 4.1 -1.4

LUMO energy (alpha / beta) in eV: -0.76 / -0.83
Charge: 0
M in g/mol: 121.43
Kohn-Sham gap (alpha / beta) in Eh: 0.1134 / 0.2107
Largest force on an atom in eV/Å: 5.0
Spin multiplicity: 2
DFT total energy in a.u.: -145.402978

From a Mulliken analysis of the wavefunction, the atomic charges in e read: number 1, Li, carries 0.233; number 2, C, carries -0.377; number 3, Rb, carries 0.571; number 4, O, carries -0.510; number 5, H, carries 0.084

Entry 4:
A single C4H10N2OS molecule. Source: OMol25; level of theory: ωB97M-V/def2-TZVPD.

Cartesian coordinates (Å):
N  -1.16315  0.76500  -0.44984
H  1.65853  -1.22940  1.18878
O  1.03003  1.48920  -1.46857
H  -0.44660  1.99810  0.91268
C  -0.02418  0.01288  1.65932
H  0.19772  0.49198  2.63662
C  0.16621  -0.27669  -3.08728
H  -1.73297  -0.05959  -0.55031
H  1.87034  0.25458  0.79045
N  0.73324  -0.86640  -0.53767
H  -0.68353  -0.72026  1.87457
H  -0.40194  0.39111  -3.61083
H  1.39814  -1.52999  -0.84468
H  -1.90285  1.17619  1.61334
C  -0.91748  1.08173  0.97439
C  1.14108  -0.48206  0.76394
H  -0.19848  -1.22306  -2.97449
S  0.14975  0.35986  -1.50587

Atoms 1-2, force components in eV/Å:
-1.1 0.8 1.8
1.3 -3.3 1.6

LUMO energy (alpha / beta) in eV: 0.69 / -1.92
Charge: 0
M in g/mol: 134.20
Kohn-Sham gap (alpha / beta) in Eh: 0.1977 / 0.2639
Largest force on an atom in eV/Å: 4.1
Energy relative to the best compared isomer or geometry (same formula, charge and spin) in kJ/mol: 267.34
Spin multiplicity: 3
DFT total energy in a.u.: -741.042436

From a Mulliken analysis of the wavefunction, the atomic charges in e read: number 1, N, carries -0.557; number 2, H, carries 0.641; number 3, O, carries -0.652; number 4, H, carries 0.391; number 5, C, carries -0.569; number 6, H, carries 0.312; number 7, C, carries -0.869; number 8, H, carries 0.337; number 9, H, carries 0.401; number 10, N, carries -0.324; number 11, H, carries 0.366; number 12, H, carries 0.378; number 13, H, carries 0.285; number 14, H, carries 0.299; number 15, C, carries -0.705; number 16, C, carries -0.978; number 17, H, carries 0.388; number 18, S, carries 0.857

Entry 5:
A single C5H9N molecule. Source: OMol25; level of theory: ωB97M-V/def2-TZVPD.

Cartesian coordinates (Å):
H  -1.17340  1.80243  -0.33962
N  0.52811  -0.31057  -0.59253
H  2.12557  0.90407  -1.31267
C  1.74675  -0.98423  -0.17885
C  1.72362  0.48796  -0.39304
H  -1.82365  1.36531  1.30200
H  2.21614  -1.67770  -0.87953
H  1.79244  1.14362  0.47893
H  -0.34715  -0.66170  1.35123
H  1.79836  -1.31099  0.85812
C  -1.42061  1.00624  0.35939
H  -1.98137  -0.39854  -1.24523
H  -2.70680  -0.84904  0.38238
C  -0.54033  -0.21071  0.37633
C  -1.93769  -0.30614  -0.16691

Atoms 1-2, force components in eV/Å:
-0.1 -0.3 0.0
-0.2 0.0 0.0

LUMO energy in eV: 1.32
Charge: 0
M in g/mol: 83.13
SMILES string: C1CC1N1CC1
Kohn-Sham gap in Eh: 0.3766
Largest force on an atom in eV/Å: 0.4
Energy relative to the best compared isomer or geometry (same formula, charge and spin) in kJ/mol: 215.61
DFT total energy in a.u.: -250.584820

From a Mulliken analysis of the wavefunction, the atomic charges in e read: number 1, H, carries 0.250; number 2, N, carries -0.322; number 3, H, carries 0.235; number 4, C, carries -0.491; number 5, C, carries -0.318; number 6, H, carries 0.240; number 7, H, carries 0.242; number 8, H, carries 0.240; number 9, H, carries 0.289; number 10, H, carries 0.232; number 11, C, carries -0.549; number 12, H, carries 0.265; number 13, H, carries 0.237; number 14, C, carries 0.103; number 15, C, carries -0.653

Entry 6:
A 2-piece molecular cluster, C5H14NO overall. Source: OMol25; level of theory: ωB97M-V/def2-TZVPD.

Cartesian coordinates (Å):
H  -2.08966  0.69886  1.91984
C  -0.97802  -0.25936  -0.25154
C  1.30886  0.54348  -1.19281
C  2.60173  -0.21202  -1.64385
H  3.28672  -0.02043  -0.76889
H  -1.85109  -2.55540  1.80818
H  0.76350  0.08083  0.98444
H  -2.15880  -1.95238  3.18142
H  0.95811  -1.18463  -0.00456
H  -1.97908  2.51226  1.41282
O  -1.90619  -1.71542  2.27969
H  0.75614  0.91560  -2.06680
C  -1.85450  1.46570  1.17706
C  0.58842  -0.13413  -0.08168
H  -1.04767  -0.45395  -1.39121
H  2.49357  -1.29875  -1.83517
H  3.17319  0.12980  -2.51443
H  1.76179  1.47716  -0.80514
N  -1.33602  1.13074  0.06322
H  -1.43229  -1.00262  0.35622
H  -1.05873  1.83463  -0.62682

Atoms 1-2, force components in eV/Å:
0.0 0.1 -0.4
3.1 1.1 -3.2

LUMO energy in eV: -4.62
Charge: +1
M in g/mol: 104.17
Kohn-Sham gap in Eh: 0.3772
Largest force on an atom in eV/Å: 4.6
Energy relative to the best compared isomer or geometry (same formula, charge and spin) in kJ/mol: 222.01
DFT total energy in a.u.: -328.601677

From a Mulliken analysis of the wavefunction, the atomic charges in e read: number 1, H, carries 0.221; number 2, C, carries -0.555; number 3, C, carries -0.541; number 4, C, carries -1.297; number 5, H, carries 0.307; number 6, H, carries 0.286; number 7, H, carries 0.456; number 8, H, carries 0.295; number 9, H, carries 0.356; number 10, H, carries 0.286; number 11, O, carries -0.613; number 12, H, carries 0.485; number 13, C, carries -0.115; number 14, C, carries -0.468; number 15, H, carries 0.346; number 16, H, carries 0.343; number 17, H, carries 0.344; number 18, H, carries 0.275; number 19, N, carries 0.046; number 20, H, carries 0.241; number 21, H, carries 0.303